# 1
The following is a quantum chemistry calculation of a molecular structure, C34H45N8PS2SbSe4Sn, from the OMol25 dataset.

Structure (XYZ):
```
96
Properties=species:S:1:pos:R:3
Sn 0.23424 0.79643 -0.30496
C -4.64057 2.06600 0.53512
C -3.45801 1.15724 0.72162
N -2.31101 1.53138 1.12746
N -2.07462 2.85688 1.32730
C -0.85397 3.17819 1.81219
N -0.55549 4.48929 1.75528
S 0.19329 2.02751 2.45635
C -3.50502 -0.27504 0.31213
C -4.69929 -0.94190 0.05556
C -4.64740 -2.20176 -0.51983
C -3.41455 -2.76569 -0.79555
C -2.27757 -2.05504 -0.42967
N -2.31753 -0.84846 0.10722
H -4.34573 2.95232 -0.03384
H -5.03276 2.39316 1.50278
H -5.43508 1.58512 -0.02679
H -2.55392 3.56419 0.74330
H -1.01890 5.02903 1.01903
H 0.42348 4.68293 1.89121
H -5.65205 -0.48637 0.28330
H -5.56298 -2.71872 -0.77942
H -3.32908 -3.71768 -1.30199
H -1.28347 -2.45959 -0.60323
Se -1.38463 0.06654 -4.04326
Sb -0.60169 3.73825 -2.63872
Se -1.83271 1.46395 -2.25382
Se 1.33623 3.04697 -1.01489
Se -2.17380 5.13175 -1.34206
N 3.33064 -2.08952 0.14129
P 2.02790 -1.83168 1.26042
C 2.56282 -3.14361 2.45844
C 1.72132 -4.23926 2.62804
C 2.01603 -5.23774 3.54592
C 3.17696 -5.15942 4.30139
C 4.04696 -4.09228 4.11634
C 3.73666 -3.09077 3.20787
C 2.70938 -0.36468 2.15444
C 3.47593 0.57514 1.46988
C 3.99550 1.68293 2.12920
C 3.75246 1.86251 3.48038
C 2.97032 0.94161 4.16730
C 2.44867 -0.16000 3.51026
C 3.28926 -1.82402 -1.21702
C 4.42880 -2.03582 -2.00668
C 4.33659 -1.80220 -3.36136
C 3.13291 -1.36675 -3.90345
C 2.07438 -1.15364 -3.03950
N 2.15124 -1.36968 -1.72290
H 4.26435 -2.20140 0.50912
H 0.81740 -4.29792 2.03042
H 1.33705 -6.07133 3.67843
H 3.40177 -5.92217 5.03649
H 4.96381 -4.03420 4.68978
H 4.40841 -2.24623 3.09928
H 3.65745 0.45885 0.40695
H 4.58346 2.40555 1.57806
H 4.15610 2.72536 3.99490
H 2.75532 1.08786 5.21844
H 1.82171 -0.86108 4.05026
H 5.35261 -2.36884 -1.54975
H 5.20419 -1.95069 -3.99330
H 3.01790 -1.17552 -4.96064
H 1.11955 -0.77894 -3.40202
C -4.12780 -5.79425 0.91078
C -4.24480 -6.52352 2.24600
C -3.83382 -5.65508 3.43299
C -2.33547 -5.30733 3.45249
N -2.00419 -4.00444 2.89741
C -1.85074 -2.87206 3.64732
S -0.86974 -1.62870 3.14677
N -2.58815 -2.84948 4.78082
C -2.72489 -1.69749 5.65565
C -4.18677 -1.31215 5.84644
C -4.84515 -0.67453 4.61743
C -5.15194 -1.62346 3.45916
H -4.40223 -6.44375 0.07836
H -3.10957 -5.44415 0.73162
H -4.77673 -4.91667 0.88668
H -3.62390 -7.42510 2.23266
H -5.27607 -6.85516 2.39140
H -4.09178 -6.17528 4.36010
H -4.40912 -4.72414 3.40763
H -1.77893 -6.05609 2.88497
H -1.95863 -5.34667 4.47798
H -1.48724 -3.96777 2.03414
H -3.25728 -3.58992 4.91519
H -2.17588 -0.87580 5.19758
H -2.25469 -1.91462 6.61916
H -4.22475 -0.59693 6.67241
H -4.76476 -2.18848 6.16858
H -4.19841 0.12884 4.25403
H -5.77956 -0.21036 4.94434
H -4.24612 -1.98332 2.97159
H -5.74350 -1.11661 2.69538
H -5.72798 -2.48823 3.80452
```

Energy above the lowest of the compared OMol25 structures with the same formula, charge and spin in eV: 0.474
Total charge: -1


# 2
The following is a quantum chemistry calculation of 5 unconnected molecules or ions with the total composition C34H45NO8PS2 in a non-equilibrium geometry, from the OMol25 dataset.

Structure (XYZ):
```
91
Properties=species:S:1:pos:R:3
C -1.15210 -1.58732 1.22011
C -0.39277 -0.61171 1.93552
P 0.82534 0.41828 3.03044
C 2.10588 1.31611 4.12356
C 3.65950 0.78948 3.91724
C 3.93817 -0.57806 4.83479
S 3.64070 -2.09531 3.71178
C 5.09710 -2.27852 2.55043
S 6.64075 -1.81561 3.18353
N 5.06848 -2.75233 1.11724
C 4.59304 -4.17937 0.96915
C 5.68594 -5.28611 0.35364
C 5.29545 -6.89484 0.11461
C 3.75182 -7.42687 0.46212
C 2.64286 -6.34895 1.08967
C 3.10412 -4.76224 1.33171
C 4.36042 -1.79545 0.18535
C 5.31826 -0.85290 -0.80391
C 4.68407 0.20954 -1.91864
C 3.03788 0.32997 -2.04089
C 2.02522 -0.54530 -1.05760
C 2.73975 -1.59146 0.03212
H -1.70258 -2.44804 0.60956
H 0.82239 -0.66384 4.01630
H -0.28145 1.07693 3.68074
H 0.88596 1.46592 2.02423
H 1.90969 -0.23569 2.33435
H 2.02652 2.48105 3.92409
H 1.75886 1.15912 5.25125
H 4.36135 1.68187 4.20122
H 3.91225 0.47890 2.81006
H 5.04388 -0.49808 5.20867
H 3.19885 -0.54331 5.74411
H 6.79762 -4.96071 0.07273
H 6.13383 -7.63462 -0.30419
H 3.48490 -8.56847 0.26124
H 1.52335 -6.66070 1.35435
H 2.28126 -4.06626 1.78720
H 6.50425 -0.92077 -0.73443
H 5.33978 0.85409 -2.64411
H 2.50299 1.04781 -2.82250
H 0.84657 -0.47892 -1.12400
H 1.99136 -2.20303 0.69681
O 1.84857 4.55251 5.00185
C 2.64026 5.13763 4.28140
O 3.91678 5.46031 4.64273
C 4.51686 6.23180 3.60326
C 3.73181 5.90342 2.36037
C 2.34845 5.64572 2.90196
H 4.44805 7.29151 3.87056
H 5.57154 5.95913 3.50360
H 3.76647 6.69536 1.60752
H 4.12460 4.98616 1.90499
H 1.76266 6.56609 2.97655
H 1.81889 4.89609 2.30948
O -3.17424 -1.55962 -1.10179
C -4.23527 -1.44367 -0.51106
O -4.53171 -2.06482 0.66813
C -5.88951 -1.79311 1.01212
C -6.24466 -0.53398 0.26553
C -5.41188 -0.64629 -0.98638
H -6.50479 -2.64561 0.70577
H -5.97682 -1.66384 2.09484
H -7.31603 -0.43645 0.07111
H -5.92424 0.34220 0.84229
H -5.92945 -1.20569 -1.77060
H -5.10140 0.33555 -1.35109
O 1.31799 5.18884 -4.98401
C 1.00378 4.01759 -5.11672
O 1.04863 3.09032 -4.11554
C 0.71973 1.80862 -4.64927
C -0.05588 2.08968 -5.90957
C 0.56082 3.37639 -6.39689
H 1.64873 1.26319 -4.84578
H 0.12632 1.24740 -3.92159
H -0.00347 1.27600 -6.63780
H -1.11189 2.25797 -5.66556
H 1.43577 3.19514 -7.02730
H -0.16989 3.99944 -6.91773
O -9.14840 -2.40907 -1.04320
C -9.32323 -1.63572 -1.97032
O -8.46232 -0.63110 -2.30760
C -9.03251 0.13904 -3.36475
C -10.03764 -0.77026 -4.02187
C -10.52146 -1.61478 -2.87030
H -9.49841 1.03179 -2.93454
H -8.24708 0.44921 -4.06009
H -10.83761 -0.22901 -4.53397
H -9.53476 -1.40800 -4.75903
H -11.35618 -1.14441 -2.34323
H -10.78750 -2.62297 -3.19618
```

Total charge: -1


# 3
The following is a quantum chemistry calculation of a molecular structure, C34H46AlF2KLiN9O12S in a non-equilibrium geometry, from the OMol25 dataset.

Structure (XYZ):
```
107
C34H46AlF2KLiN9O12S ωB97M-V/def2-TZVPD
C 3.58858 1.26164 2.75567
C 2.56141 0.05064 2.74144
C 1.21227 0.54898 2.09327
C 1.09425 0.61106 0.52578
C 2.22223 0.98702 -0.42285
C 1.87982 1.07047 -1.87795
C 0.51157 0.78826 -2.44046
C -0.54028 0.37386 -1.51575
C -1.97736 0.05654 -2.07343
C -2.20380 -1.49419 -2.26078
C -3.71735 -1.90151 -2.26704
C -4.49690 -1.51136 -0.94417
N -3.74551 -1.77036 0.30628
C -3.72137 -3.16699 0.66623
N -4.25407 -3.57780 1.75696
N -3.07950 -4.18457 -0.14087
C -0.23966 0.29774 -0.09145
O -1.30405 -0.10962 0.78660
C -1.00457 -1.43720 1.00004
N -0.79868 -2.55164 1.05501
C 0.48407 1.01035 -3.96333
O -0.30261 0.71024 -4.80476
N 1.73397 1.71167 -4.23671
C 1.62976 3.21429 -4.14383
C 2.87310 3.92084 -4.88511
C 3.78570 4.78054 -3.92142
N 5.14193 4.22179 -3.72311
C 2.69000 1.44645 -3.19705
O 3.93262 1.44349 -3.22004
O 2.98872 -1.11667 1.98577
C 4.14255 -1.74330 2.53209
C 5.10947 -2.04216 1.33799
C 4.58647 -3.07033 0.38955
C 5.35516 -3.44383 -0.80485
C 6.64785 -2.75975 -1.00964
C 7.18304 -1.74276 -0.05250
C 6.40555 -1.35709 1.14111
H 3.82032 1.66519 3.77147
H 4.57646 0.94492 2.28953
H 3.18268 2.04465 2.04723
H 2.38158 -0.28845 3.82955
H 0.40140 -0.04413 2.59268
H 1.07179 1.62168 2.43020
H 3.26387 1.22047 -0.11343
H -2.78363 0.50623 -1.42937
H -2.03224 0.61469 -3.05867
H -1.78179 -1.76237 -3.28379
H -1.56811 -2.03703 -1.51698
H -3.78284 -3.03560 -2.35243
H -4.27155 -1.41681 -3.13739
H -5.51892 -2.00446 -0.97044
H -4.70139 -0.40477 -0.98946
H -4.11249 -1.18704 1.07378
H -4.66810 -2.78923 2.26440
H -2.36580 -3.72544 -0.71727
H -2.55497 -4.77076 0.51411
H 1.63748 3.58328 -3.08183
H 0.71808 3.61020 -4.66972
H 3.47281 3.13147 -5.40758
H 2.47770 4.61604 -5.68168
H 3.32473 5.01150 -2.92020
H 3.92987 5.78996 -4.42406
H 5.43338 3.62930 -4.50278
H 5.83792 4.93534 -3.52791
H 4.65436 -1.16373 3.37653
H 3.88708 -2.78380 2.94449
H 3.59738 -3.55440 0.59534
H 4.91358 -4.20126 -1.49030
H 7.23775 -3.02242 -1.91365
H 8.16407 -1.24232 -0.20797
H 6.72585 -0.59164 1.88804
Li 5.27946 -2.60184 4.44960
C -1.64847 -3.99799 4.63761
C -0.62410 -3.49726 5.58711
N 0.15538 -3.11575 6.31204
H -1.48840 -5.05988 4.45246
H -2.64409 -3.85617 5.05687
H -1.57780 -3.45634 3.69416
F 7.79329 -0.51018 -3.47988
F 1.95041 -0.25685 5.76811
Al -3.87632 -1.74479 -4.82114
C -1.82039 -6.03586 -5.17436
C -1.32538 -4.83029 -4.46464
N -0.94732 -3.91119 -3.92013
H -1.00184 -6.73945 -5.32234
H -2.60169 -6.51661 -4.58602
H -2.22719 -5.75319 -6.14502
N -2.11511 2.76981 2.16054
O -2.13349 2.15394 3.22253
O -1.11898 3.41478 1.83554
O -3.10358 2.73201 1.40695
C -4.89580 3.98242 5.19338
C -4.28762 5.04234 4.31291
O -3.15347 4.94772 3.91095
C -5.15101 6.22468 3.95390
H -4.16260 3.19472 5.36821
H -5.18146 4.41566 6.15426
H -5.76800 3.54657 4.70203
H -5.44797 6.75740 4.85957
H -6.03432 5.88768 3.40803
H -4.58477 6.90511 3.31741
O -5.43567 0.47115 1.26494
S -6.59929 1.30933 0.93364
O -6.89876 1.18543 -0.49939
O -6.29277 2.71320 1.24642
O -7.75695 0.86610 1.71407
K 5.78345 0.93955 -3.80749
```


Quick rundown of gap between HOMO and LUMO, same order as above: 5.5, 5.2, 1.8 eV
Quick rundown of E_HOMO, same order as above: -3.583, -3.603, -6.718 eV
Quick rundown of DFT total energy, same order as above: -12958.87567, -3116.06612, -4165.89559 Eh